[1]
An isolated molecule of C4H7FN2O at a distorted geometry. Source: the Open Molecules 2025 dataset; level of theory: ωB97M-V/def2-TZVPD.

Properties
HOMO-LUMO gap   9.335 eV
Spin multiplicity   1
Maximum force   6.42 eV Å⁻¹
Total charge   0
Energy above the lowest of the compared OMol25 structures with the same formula, charge and spin   111.6 kcal per mole

Atoms and positions in Å:
C1 1.89858 -1.67481 -0.25750
C2 1.21975 -0.35955 -0.05915
N1 1.98204 0.71458 -0.23598
N2 1.40019 1.84989 0.06731
O1 0.11900 -0.50557 0.68202
C3 -1.05281 -0.03073 0.00938
C4 -2.28117 -0.35578 0.40952
F1 -3.18438 0.25607 -0.53967
H1 2.68002 -1.51712 -1.20924
H2 1.15965 -2.44758 -0.80640
H3 2.42230 -2.23123 0.62521
H4 0.84025 1.78468 1.01659
H5 1.87156 2.88412 -0.05696
H6 -0.87297 0.73135 -0.76245
H7 -2.77514 -0.89038 1.16127

Forces on the atoms, in the same order (eV/Å):
C 1.4 -2.5 -4.0
C 4.9 0.1 0.1
N -1.5 -2.9 -1.0
N -2.0 5.2 3.2
O -3.2 1.6 -0.1
C 1.0 -0.4 1.7
C 0.2 2.5 -3.9
F 0.5 -1.0 1.8
H -1.6 -0.4 2.9
H 1.3 1.6 1.7
H -1.1 1.4 -1.5
H 1.3 0.6 -2.4
H -0.9 -4.2 0.4
H -0.2 -0.7 0.2
H -0.2 -0.8 0.8


[2]
An isolated molecule of C4H7FN2O at a distorted geometry. Source: the Open Molecules 2025 dataset; level of theory: ωB97M-V/def2-TZVPD.

Properties
HOMO-LUMO gap   10.002 eV
Spin multiplicity   1
Maximum force   7.62 eV Å⁻¹
Total charge   0
Energy above the lowest of the compared OMol25 structures with the same formula, charge and spin   135.7 kcal per mole

Atoms and positions in Å:
C1 -1.40230 1.58826 -0.21591
C2 -0.93195 0.23653 -0.09152
N1 -1.64443 -0.84290 -0.27337
N2 -1.09278 -2.04872 -0.12001
O1 0.30594 -0.03929 0.60163
C3 1.42984 -0.22563 -0.14826
C4 2.61891 0.27706 0.10640
F1 3.74254 -0.48312 -0.31815
H1 -2.67605 1.84845 -0.11362
H2 -1.03515 2.22733 -1.23064
H3 -0.95726 2.25379 0.63738
H4 -0.39350 -2.27769 0.69518
H5 -2.14969 -2.49195 0.41551
H6 1.24231 -1.02997 -0.90084
H7 2.94356 1.00784 0.95623

Forces on the atoms, in the same order (eV/Å):
C -1.9 5.9 -0.6
C -0.2 -4.7 1.0
N 1.2 5.1 -0.7
N -3.9 -4.8 4.5
O -0.5 2.3 -0.3
C -1.0 -1.7 -1.1
C 2.5 -0.2 2.3
F -1.6 1.5 -0.1
H 3.9 -1.5 -0.5
H -1.0 -2.1 2.6
H -0.7 -1.4 -1.4
H -1.1 1.6 -1.7
H 4.3 0.4 -2.4
H 0.8 0.7 0.4
H -0.9 -1.4 -1.9


[3]
An isolated molecule of C4H7FN2S at a distorted geometry. Source: the Open Molecules 2025 dataset; level of theory: ωB97M-V/def2-TZVPD.

Properties
HOMO-LUMO gap   8.504 eV
Spin multiplicity   1
Maximum force   5.01 eV Å⁻¹
Total charge   0
Energy above the lowest of the compared OMol25 structures with the same formula, charge and spin   44.0 kcal per mole

Atoms and positions in Å:
N1 -0.91305 -1.32903 1.64234
C1 -0.53264 -1.02119 0.36239
C2 -0.29088 0.25725 -0.05951
C3 -0.33394 1.47349 0.83476
F1 0.24856 0.82661 2.05199
C4 0.18259 0.53188 -1.48077
N2 1.00958 -0.51741 -2.08072
S1 0.13772 2.00617 -2.06057
H1 -0.66975 -2.37043 1.95456
H2 -0.35647 -0.59235 2.24376
H3 -0.39241 -1.92466 -0.34056
H4 -1.29769 1.86748 1.12204
H5 0.26398 2.34722 0.45637
H6 1.31722 -0.44522 -3.04870
H7 1.62717 -1.10981 -1.59738

Forces on the atoms, in the same order (eV/Å):
N 2.3 -1.5 2.3
C 0.4 -0.9 -1.2
C 0.2 -0.2 -2.5
C 0.9 -1.4 0.4
F 0.2 2.7 -0.2
C 2.7 -3.7 2.0
N -2.3 1.8 -0.7
S -0.6 1.8 -1.5
H -0.8 3.1 -1.1
H -2.0 -2.2 -0.9
H -0.4 1.8 0.9
H -0.4 -0.3 0.2
H -0.1 -1.2 0.7
H -0.5 0.7 0.4
H 0.2 -0.5 1.4


[4]
An isolated molecule of C4H7FN2S at a distorted geometry. Source: the Open Molecules 2025 dataset; level of theory: ωB97M-V/def2-TZVPD.

Properties
HOMO-LUMO gap   9.469 eV
Spin multiplicity   1
Maximum force   3.12 eV Å⁻¹
Total charge   0
Energy above the lowest of the compared OMol25 structures with the same formula, charge and spin   72.4 kcal per mole

Atoms and positions in Å:
F1 -2.05540 1.32575 0.57372
C1 -1.05609 1.44125 -0.38883
C2 -0.33200 -0.00168 -0.37612
N1 -0.91366 -1.08912 -0.10059
S1 -2.42828 -1.58748 0.01589
C3 1.20592 0.15046 -0.20010
C4 1.78247 -0.59659 0.96628
N2 2.14772 -0.91801 -0.50327
H1 -1.60913 1.63719 -1.40335
H2 -0.38804 2.29807 -0.14541
H3 -3.16044 -0.48986 0.04952
H4 1.50990 1.15476 -0.43787
H5 2.64647 -0.23038 1.48872
H6 1.05366 -1.36849 1.41362
H7 1.59688 -1.72588 -0.95221

Forces on the atoms, in the same order (eV/Å):
F 0.1 0.7 0.1
C -0.8 -1.6 -1.7
C 0.6 2.2 1.2
N 2.1 0.6 -0.9
S -1.2 -1.2 0.1
C -1.2 -0.7 0.1
C -1.2 -2.2 -1.9
N -1.5 -0.7 0.1
H 1.2 -0.3 1.7
H -0.4 -0.8 -0.1
H -0.4 0.7 -0.1
H 0.4 0.2 0.0
H 0.0 0.1 0.3
H 1.4 1.6 -0.4
H 0.9 1.3 1.5


[5]
An isolated molecule of C4H7FO at a distorted geometry. Source: the Open Molecules 2025 dataset; level of theory: ωB97M-V/def2-TZVPD.

Properties
HOMO-LUMO gap   11.471 eV
Spin multiplicity   1
Maximum force   3.28 eV Å⁻¹
Total charge   0
Energy above the lowest of the compared OMol25 structures with the same formula, charge and spin   42.3 kcal per mole

Atoms and positions in Å:
F1 2.53429 -0.23556 0.18036
C1 1.19995 -0.32904 -0.15260
C2 0.33863 0.87779 0.04145
C3 -1.09590 0.65134 -0.08715
C4 -1.82725 -0.38157 0.64844
O1 -1.45831 -0.51992 -0.70426
H1 0.71966 -1.22264 0.21777
H2 1.24383 -0.63754 -1.22434
H3 0.40236 1.27075 1.06610
H4 0.72968 1.75062 -0.47156
H5 -1.61796 1.54014 -0.42520
H6 -1.40471 -1.00338 1.36866
H7 -2.90758 -0.32970 0.77850

Forces on the atoms, in the same order (eV/Å):
F -0.1 0.4 0.9
C -0.3 -1.4 -2.7
C 2.0 1.5 2.2
C -0.8 0.9 -0.3
C -1.6 1.0 -0.6
O -0.5 -1.8 -1.4
H 0.3 -0.2 1.1
H -0.3 0.7 0.3
H 0.6 -0.4 0.3
H -0.2 -0.1 -0.9
H -0.4 0.0 0.1
H 1.3 -1.0 0.9
H 0.1 0.4 0.0


[6]
A structure of composition C4H7FO at a distorted geometry. Source: the Open Molecules 2025 dataset; level of theory: ωB97M-V/def2-TZVPD.

Properties
HOMO-LUMO gap   9.680 eV
Spin multiplicity   1
Maximum force   6.30 eV Å⁻¹
Total charge   0
Energy above the lowest of the compared OMol25 structures with the same formula, charge and spin   216.4 kcal per mole

Atoms and positions in Å:
C1 -1.49151 -0.37009 -1.23595
C2 0.27574 0.24791 0.29405
C3 0.74936 0.31506 1.75902
C4 1.26855 -0.02905 -0.46465
H1 -0.69108 -1.24572 -1.39966
H2 -2.72320 -0.94980 -1.09906
H3 -1.95688 0.73830 -2.11353
H4 1.02087 1.63698 2.02653
H5 -0.42625 -0.04066 2.25071
H6 1.72215 -0.83431 1.91450
H7 2.39924 -0.06890 -0.14789
O1 -1.09210 0.71146 0.04278
F1 0.94511 -0.11116 -1.82684

Forces on the atoms, in the same order (eV/Å):
C -4.8 2.4 -0.2
C -2.0 2.5 4.0
C -2.3 -0.6 1.1
C 2.4 -0.4 -3.5
H -2.0 2.7 0.1
H 4.1 1.9 0.4
H 2.2 -4.1 2.1
H -0.5 -4.6 -0.3
H 4.0 1.2 -0.5
H -3.0 4.2 0.0
H -2.7 -0.3 -1.1
O 2.7 -5.1 -2.6
F 1.9 0.2 0.4